Record 1
DFT (the ωB97M-V functional and the def2-TZVPD basis) results for C23H41ClOsP2 as an isolated structure at a distorted geometry.

Each line ends with the Löwdin charge.
Element x y z (Å)
Os: -1.185 -3.184 -1.698  1.16
C: 1.794 0.965 -0.956  -0.14
C: 0.713 1.362 -1.803  -0.13
C: -0.153 0.956 0.291  -0.13
C: 1.257 0.760 0.339  -0.16
C: -0.493 1.356 -1.035  -0.11
C: 3.228 0.859 -1.322  -0.05
H: 3.372 1.232 -2.338  0.09
H: 3.661 -0.162 -1.294  -0.03
H: 3.866 1.428 -0.617  0.12
C: 2.065 0.430 1.539  0.00
H: 2.558 -0.543 1.403  0.10
H: 1.436 0.393 2.437  0.09
H: 2.851 1.184 1.692  0.11
C: -1.128 0.787 1.401  0.00
H: -1.471 1.759 1.779  0.12
H: -0.665 0.243 2.232  0.09
H: -2.015 0.227 1.068  0.03
C: -1.850 1.718 -1.485  0.00
H: -2.102 2.763 -1.236  0.13
H: -2.613 1.088 -1.003  0.03
H: -1.957 1.608 -2.565  0.09
C: 0.806 1.775 -3.208  0.00
H: 0.768 2.872 -3.341  0.13
H: -0.024 1.356 -3.803  0.10
H: 1.750 1.422 -3.646  0.08
C: -0.699 -5.052 -1.364  -0.39
C: 0.130 -4.482 -2.417  -0.41
C: -0.068 -4.653 -3.912  -0.19
C: -0.657 -3.357 -4.554  -0.23
C: -0.911 -2.287 -3.460  -0.31
C: -3.126 -3.591 -1.920  -0.47
C: -3.090 -5.054 -2.271  -0.20
C: -1.955 -5.867 -1.649  -0.19
H: -0.703 -5.537 -4.136  0.12
H: -1.621 -3.549 -5.081  0.12
H: 0.932 -4.838 -4.356  0.10
H: -1.712 -6.705 -2.336  0.13
H: -0.106 -5.372 -0.496  0.11
H: 1.188 -4.199 -2.128  0.06
H: -2.267 -6.363 -0.701  0.13
H: -4.046 -5.504 -1.951  0.13
H: -3.525 -2.979 -2.733  0.07
H: -3.040 -5.143 -3.383  0.12
H: 0.088 -2.937 -5.269  0.10
H: -1.894 -1.805 -3.610  0.04
P: 3.304 -2.234 -2.054  1.21
C: 3.734 -3.610 -0.937  -0.29
C: 3.741 -3.048 -3.628  -0.27
P: -3.942 -1.170 -0.376  0.87
C: -3.228 -2.931 -0.644  -0.34
C: -4.456 -0.800 -2.132  -0.29
C: -5.454 -1.592 0.510  -0.29
H: 3.009 -3.623 -0.111  0.02
H: 4.755 -3.480 -0.543  0.08
H: 3.641 -4.534 -1.519  0.05
H: 2.769 -3.069 -4.143  0.05
H: 4.111 -4.062 -3.436  0.05
H: 4.482 -2.455 -4.198  0.08
H: -6.067 -2.281 -0.062  0.05
H: -6.000 -0.671 0.715  0.05
H: -5.148 -2.046 1.455  0.05
H: -3.195 -3.507 0.319  0.09
H: -0.148 -1.483 -3.630  0.07
H: -4.893 0.214 -2.176  0.05
H: -5.195 -1.540 -2.476  0.06
H: -3.569 -0.822 -2.795  0.01
Cl: 0.249 -2.558 0.013  0.09

Forces on atoms 1 to 3 (eV/Å):
0.9 5.0 3.6
-0.4 -0.1 -0.1
-0.1 0.1 0.4

Output
LUMO (spin up / spin down) (eV): -9.256 / -9.162
Net charge: +2
Orbital gap (spin up / spin down) (eV): 3.3 / 3.9
2S+1: 5
Relative energy (zero: lowest compared OMol25 entry of this formula, charge and spin) (kcal per mole): 0.0
Electronic energy (Ha): -2133.70776
F_max (eV/Å): 6.224


Record 2
DFT (the ωB97M-V functional and the def2-TZVPD basis) results for C23H41ClP2Pb as an isolated structure at a distorted geometry.

Each line ends with the Löwdin charge.
Element x y z (Å)
Pb: -0.622 3.398 -2.231  1.20
C: -0.895 -2.137 3.614  -0.16
C: 0.408 -2.477 3.155  -0.16
C: 0.616 -0.829 4.740  -0.12
C: -0.758 -1.118 4.596  -0.12
C: 1.340 -1.665 3.851  -0.14
C: -2.170 -2.709 3.124  -0.03
H: -2.135 -2.889 2.036  0.05
H: -3.005 -2.019 3.319  0.09
H: -2.390 -3.673 3.619  0.12
C: -1.849 -0.497 5.376  0.01
H: -2.819 -0.677 4.909  0.08
H: -1.721 0.589 5.443  0.10
H: -1.888 -0.893 6.399  0.12
C: 1.193 0.138 5.702  0.02
H: 1.248 -0.290 6.715  0.12
H: 0.587 1.050 5.753  0.10
H: 2.203 0.434 5.403  0.09
C: 2.810 -1.673 3.668  -0.01
H: 3.297 -2.407 4.334  0.12
H: 3.233 -0.682 3.888  0.09
H: 3.082 -1.929 2.633  0.07
C: 0.733 -3.439 2.085  0.00
H: 0.939 -4.440 2.488  0.12
H: 1.616 -3.125 1.527  0.08
H: -0.084 -3.543 1.372  0.07
C: -1.663 2.301 -3.919  -0.36
C: -1.777 0.928 -3.648  -0.06
C: -1.203 -0.101 -4.552  -0.15
C: 0.256 0.148 -5.010  -0.16
C: 1.083 0.663 -3.884  -0.09
C: 1.325 1.938 -3.546  -0.22
C: 0.801 3.085 -4.437  -0.26
C: -0.672 2.932 -4.911  -0.21
H: -1.841 -0.279 -5.443  0.16
H: 0.269 0.773 -5.901  0.11
H: -1.202 -1.060 -4.024  0.11
H: -0.676 2.344 -5.821  0.11
H: -2.556 2.906 -3.723  0.11
H: -2.642 0.596 -3.054  0.11
H: -1.053 3.945 -5.151  0.14
H: 0.966 4.037 -3.877  0.08
H: 2.257 2.149 -2.960  0.12
H: 1.452 3.219 -5.302  0.15
H: 0.656 -0.813 -5.367  0.13
H: 1.636 -0.161 -3.390  0.12
P: -1.298 -0.735 0.491  0.87
C: -2.592 0.553 0.084  -0.29
C: -1.777 -1.913 -0.842  -0.29
P: 1.693 0.288 0.614  0.86
C: 0.129 0.077 -0.444  -0.57
C: 2.952 -0.420 -0.534  -0.30
C: 1.972 2.073 0.143  -0.33
H: -2.303 1.558 0.443  0.04
H: -3.524 0.266 0.580  0.04
H: -2.766 0.623 -0.990  0.00
H: -1.666 -1.406 -1.808  0.01
H: -2.834 -2.198 -0.674  0.06
H: -1.119 -2.792 -0.746  0.04
H: 1.754 2.310 -0.915  -0.03
H: 3.021 2.311 0.359  0.05
H: 1.370 2.743 0.772  0.04
H: -0.234 1.041 -0.835  -0.04
H: 0.365 -0.550 -1.309  0.02
H: 3.721 -0.815 0.158  0.03
H: 3.355 0.354 -1.199  0.04
H: 2.516 -1.251 -1.116  0.04
Cl: -1.118 5.839 -1.830  -0.16

Forces on atoms 1 to 3 (eV/Å):
0.7 1.7 3.6
-0.5 0.1 0.0
0.1 -0.1 -0.3

Output
LUMO (spin up / spin down) (eV): -7.591 / -7.548
Net charge: +2
Orbital gap (spin up / spin down) (eV): 6.4 / 6.5
Relative energy (zero: lowest compared OMol25 entry of this formula, charge and spin) (kcal per mole): 0.0
Electronic energy (Ha): -2236.03178
F_max (eV/Å): 4.083


Record 3
DFT (the ωB97M-V functional and the def2-TZVPD basis) results for C23H41N2OP3Ti as an isolated structure at a distorted geometry.

Each line ends with the Löwdin charge.
Element x y z (Å)
Ti: -0.091 0.038 -0.402  0.72
P: -2.379 0.055 -1.412  0.75
P: -0.002 -2.337 -1.625  0.81
P: -0.213 2.513 0.144  0.78
H: -1.146 2.085 4.635  0.13
C: -0.220 1.540 4.372  -0.03
C: 0.889 2.380 3.907  0.28
H: 0.887 3.451 4.108  0.14
C: -3.355 -1.409 -0.886  -0.21
C: -2.591 0.056 -3.227  -0.20
C: -3.506 1.395 -0.881  -0.23
C: 1.549 -3.130 -1.064  -0.21
C: -1.073 -3.820 -1.722  -0.22
C: 0.388 -2.018 -3.384  -0.20
C: -1.259 3.246 1.450  -0.20
C: -0.519 3.541 -1.333  -0.20
C: 1.422 3.087 0.715  -0.19
H: 0.003 0.769 5.127  0.15
H: 1.840 1.890 3.695  0.13
H: -3.081 -1.714 0.131  0.04
H: -3.205 -2.258 -1.563  0.04
H: -4.417 -1.133 -0.882  0.08
H: -2.604 -0.968 -3.622  0.06
H: -1.766 0.610 -3.695  0.06
H: -3.539 0.555 -3.472  0.09
H: -3.530 1.475 0.213  0.04
H: -4.515 1.144 -1.233  0.09
H: -3.205 2.362 -1.299  0.05
H: 1.660 -4.088 -1.589  0.08
H: 1.499 -3.321 0.014  0.04
H: 2.417 -2.495 -1.272  0.06
H: -0.447 -4.682 -1.996  0.08
H: -1.867 -3.698 -2.468  0.06
H: -1.522 -4.007 -0.738  0.06
H: 0.506 -2.986 -3.889  0.09
H: 1.320 -1.445 -3.469  0.04
H: -0.421 -1.451 -3.859  0.04
H: -1.411 4.313 1.237  0.10
H: -0.750 3.127 2.419  0.00
H: -2.233 2.744 1.494  0.04
H: -0.163 4.559 -1.128  0.08
H: -1.585 3.560 -1.589  0.05
H: 0.037 3.128 -2.185  0.07
H: 1.553 4.135 0.411  0.09
H: 2.225 2.483 0.274  0.05
H: 1.466 2.997 1.813  0.01
C: 2.743 0.278 -1.505  -0.36
C: 3.204 0.490 -2.816  0.01
C: 4.571 0.660 -3.029  -0.01
C: 5.471 0.617 -1.958  0.00
C: 5.012 0.357 -0.663  -0.03
C: 3.650 0.170 -0.429  -0.03
O: 1.410 0.225 -1.264  -0.29
H: -0.411 0.980 3.338  0.13
H: 2.476 0.541 -3.627  0.13
H: 4.925 0.836 -4.045  0.14
H: 6.535 0.784 -2.136  0.14
H: 5.703 0.297 0.179  0.13
H: 3.264 -0.036 0.576  0.11
N: -1.894 -3.682 5.890  0.28
C: -1.579 -3.073 4.940  -0.10
C: -1.189 -2.321 3.770  -0.15
C: -2.056 -1.379 3.220  0.04
C: -1.668 -0.676 2.089  -0.15
N: -0.477 -0.906 1.478  -0.10
C: 0.404 -1.763 2.053  -0.08
C: 0.058 -2.509 3.171  0.06
H: -3.027 -1.181 3.673  0.16
H: -2.322 0.094 1.662  0.11
H: 1.391 -1.843 1.592  0.12
H: 0.759 -3.242 3.570  0.16

Forces on atoms 1 to 3 (eV/Å):
0.8 -1.9 -0.2
-1.8 -0.1 -0.9
0.6 -0.8 -1.0

Output
LUMO (spin up / spin down) (eV): -15.216 / -15.216
Net charge: +4
Orbital gap (spin up / spin down) (eV): 4.3 / 4.3
Relative energy (zero: lowest compared OMol25 entry of this formula, charge and spin) (kcal per mole): 7.8
Electronic energy (Ha): -2957.70374
F_max (eV/Å): 3.658


Question: net charge of number 2 (C23H41ClP2Pb)?
Answer: +2


Question: Which of these has the lowest F_max?
Answer: C23H41N2OP3Ti


Question: Among the records above, which one has the highest net charge?
Answer: C23H41N2OP3Ti


Question: Which of these has the lowest F_max?
Answer: C23H41N2OP3Ti